Record 1
The following is a DFT calculation (ωB97M-V/def2-TZVPD) of a 2-piece molecular cluster, CHBrINO2 overall.

Geometry as XYZ:
```
7
Properties=species:S:1:pos:R:3:forces:R:3
C -0.108761 -0.737149 0.205122 0.27 -0.38 -1.03
N -0.143290 -0.622492 1.594898 -0.12 -0.05 0.45
O -0.027944 -1.629328 2.263993 0.05 -0.13 0.41
O -0.310559 0.509800 2.017992 0.01 0.48 0.22
Br -0.100212 -2.406111 -0.515099 -0.01 0.08 -0.21
I 3.460087 -0.173162 0.029174 -0.17 -0.01 0.01
H -0.189562 0.149542 -0.402771 -0.03 0.02 0.15
```
Positions in Å, forces in eV/Å.

Results
Energy above the lowest of the compared OMol25 structures with the same formula, charge and spin (eV): 1.700
Frontier orbital gap (alpha / beta) (eV): 7.99 / 6.45
2S+1: 1

***

Record 2
The following is a DFT calculation (ωB97M-V/def2-TZVPD) of CHBrN4 as an isolated structure.

Geometry as XYZ:
```
7
Properties=species:S:1:pos:R:3:forces:R:3
C -1.248056 -2.013190 0.842196 1.73 4.11 -0.72
N 2.495796 2.181868 -0.513052 -0.21 0.68 -0.06
N -0.799059 -0.964873 0.649480 -0.66 -2.25 1.10
N 1.458401 1.768506 -0.368532 2.76 0.29 -0.77
N 0.487625 1.133408 -0.062854 -1.78 -0.46 1.39
Br -0.623304 0.757707 -1.465218 -0.43 0.43 -1.33
H -1.771403 -2.863426 0.917980 -1.40 -2.79 0.38
```
Positions in Å, forces in eV/Å.

Results
Energy above the lowest of the compared OMol25 structures with the same formula, charge and spin (eV): 1.518
Frontier orbital gap (eV): 9.11
2S+1: 1

***

Record 3
The following is a DFT calculation (ωB97M-V/def2-TZVPD) of an isolated molecule of CHCl2NO.

Geometry as XYZ:
```
6
Properties=species:S:1:pos:R:3:forces:R:3
Cl -2.009568 0.711685 -0.427336 -0.39 0.69 -0.24
C -0.626330 -0.134153 0.040824 3.11 0.63 -0.67
O 0.182394 0.326962 1.002754 0.48 0.66 1.46
N 0.866887 0.495386 -0.259372 -3.86 1.43 -0.39
Cl 2.358752 -0.237789 -0.378381 0.57 -1.57 0.20
H -0.772133 -1.162090 0.021513 0.09 -1.83 -0.36
```
Positions in Å, forces in eV/Å.

Results
Energy above the lowest of the compared OMol25 structures with the same formula, charge and spin (eV): 2.086
SMILES: Cl[C@@H]1ON1Cl
Frontier orbital gap (eV): 10.21
2S+1: 1

***

Record 4
The following is a DFT calculation (ωB97M-V/def2-TZVPD) of a 2-piece molecular cluster, CHCl2NO overall.

Geometry as XYZ:
```
6
Properties=species:S:1:pos:R:3:forces:R:3
O -2.967196 2.165897 0.312925 0.01 0.04 -0.60
N -2.712083 1.019221 0.007357 0.82 -1.82 1.07
C -2.274051 -0.073299 -0.029819 -1.86 4.88 0.38
Cl -2.272681 -1.607306 -0.308922 0.14 -3.25 -0.63
Cl 0.262987 0.482072 -0.769934 0.24 3.16 -1.57
H -0.033509 1.777288 -1.327252 0.65 -3.01 1.35
```
Positions in Å, forces in eV/Å.

Results
Energy above the lowest of the compared OMol25 structures with the same formula, charge and spin (eV): 1.809
SMILES: [O-][N+]#CCl.Cl
Frontier orbital gap (eV): 9.57
2S+1: 1

***

Record 5
The following is a DFT calculation (ωB97M-V/def2-TZVPD) of a 2-piece molecular cluster, CHCl3N2 overall.

Geometry as XYZ:
```
7
Properties=species:S:1:pos:R:3:forces:R:3
Cl 0.608560 1.471403 -1.322951 0.34 0.62 0.30
N -0.112912 -0.049655 -1.281794 0.69 -0.59 -3.84
Cl 1.048388 -1.334450 -1.480950 0.25 0.05 -0.30
H -0.400050 -0.273271 -0.404208 -1.28 -0.01 3.48
N -0.315392 -0.871702 1.406572 0.51 0.23 0.76
C 0.684468 -0.898101 1.983192 -0.56 -0.47 -0.53
Cl 2.122653 -1.151725 2.697413 0.06 0.18 0.13
```
Positions in Å, forces in eV/Å.

Results
Energy above the lowest of the compared OMol25 structures with the same formula, charge and spin (eV): 0.064
SMILES: ClNCl.N#CCl
Frontier orbital gap (eV): 9.87
2S+1: 1

***

Record 6
The following is a DFT calculation (ωB97M-V/def2-TZVPD) of a 2-piece molecular cluster, CHCl4N3 overall.

Geometry as XYZ:
```
9
Properties=species:S:1:pos:R:3:forces:R:3
C 0.537787 -0.287278 0.035684 -0.75 0.05 0.61
N 1.537470 0.353668 -0.016569 -1.30 -0.30 1.02
N -1.019247 1.362009 0.496463 0.24 0.00 0.31
N -0.340330 -1.172537 -0.029183 -1.31 -1.14 0.53
Cl 0.151974 2.558786 0.624055 -0.43 0.54 0.11
Cl -1.704149 1.354850 -1.051579 -0.32 0.39 -0.45
Cl -1.825543 -1.491521 0.807568 1.16 0.94 -0.44
Cl 0.335795 -3.042270 -0.307652 0.54 -0.47 -0.35
H 2.326245 0.364291 -0.558785 2.16 0.01 -1.33
```
Positions in Å, forces in eV/Å.

Results
Energy above the lowest of the compared OMol25 structures with the same formula, charge and spin (eV): 1.771
Frontier orbital gap (alpha / beta) (eV): 8.36 / 6.21
2S+1: 1

***

Record 7
The following is a DFT calculation (ωB97M-V/def2-TZVPD) of an isolated molecule of CHClF2O2.

Geometry as XYZ:
```
7
Properties=species:S:1:pos:R:3:forces:R:3
C 1.159862 -1.751039 -0.063130 2.45 1.55 -2.85
O -1.795511 1.714098 0.759517 -0.46 -0.87 -0.16
O -1.266733 1.074271 -0.356327 0.16 -0.48 0.17
F 2.369856 -1.127683 0.133252 -2.00 -1.43 -0.10
F 1.180715 -2.038432 -1.420634 -0.05 0.07 2.74
Cl -0.298197 -0.422196 0.224460 -0.74 0.26 0.03
H -1.349992 2.550981 0.722861 0.63 0.90 0.17
```
Positions in Å, forces in eV/Å.

Results
Energy above the lowest of the compared OMol25 structures with the same formula, charge and spin (eV): 4.739
Frontier orbital gap (alpha / beta) (eV): 7.98 / 8.16
2S+1: 1

***

Record 8
The following is a DFT calculation (ωB97M-V/def2-TZVPD) of a 2-piece molecular cluster, CHClF2OS2 overall.

Geometry as XYZ:
```
8
Properties=species:S:1:pos:R:3:forces:R:3
C 1.124449 -0.833839 0.840832 0.72 4.15 1.51
O -1.263363 0.118550 -1.909809 0.18 0.01 0.15
F 1.794793 -0.755656 2.038339 -1.02 -0.77 -0.88
F -0.085265 -0.198642 1.010019 0.77 -1.51 0.19
S -3.247102 2.016187 -1.088180 1.58 -0.59 0.17
S -1.474926 1.247825 -1.022902 -1.84 0.68 -0.44
Cl 2.028005 0.174588 -0.271304 0.36 0.25 -0.55
H 1.123409 -1.769014 0.403004 -0.75 -2.22 -0.16
```
Positions in Å, forces in eV/Å.

Results
Energy above the lowest of the compared OMol25 structures with the same formula, charge and spin (eV): 0.268
Frontier orbital gap (eV): 8.28
2S+1: 1

***

Repeat the seventh record exactly.
The following is a DFT calculation (ωB97M-V/def2-TZVPD) of an isolated molecule of CHClF2O2.

Geometry as XYZ:
```
7
Properties=species:S:1:pos:R:3:forces:R:3
C 1.159862 -1.751039 -0.063130 2.45 1.55 -2.85
O -1.795511 1.714098 0.759517 -0.46 -0.87 -0.16
O -1.266733 1.074271 -0.356327 0.16 -0.48 0.17
F 2.369856 -1.127683 0.133252 -2.00 -1.43 -0.10
F 1.180715 -2.038432 -1.420634 -0.05 0.07 2.74
Cl -0.298197 -0.422196 0.224460 -0.74 0.26 0.03
H -1.349992 2.550981 0.722861 0.63 0.90 0.17
```
Positions in Å, forces in eV/Å.

Results
Energy above the lowest of the compared OMol25 structures with the same formula, charge and spin (eV): 4.739
Frontier orbital gap (alpha / beta) (eV): 7.98 / 8.16
2S+1: 1

***

What is the formula in the seventh record? CHClF2O2

***

The highest energy above the lowest of the compared OMol25 structures with the same formula, charge and spin belongs to which entry? CHClF2O2